The following is a DFT calculation (ωB97M-V/def2-TZVPD) of a cluster of 20 separate species, C18H76O20 in total at a distorted geometry.

Computed properties:
E_HOMO (spin up / spin down)   -12.6137 / -12.5754 eV
Molar mass   612.79 g mol⁻¹
Charge   +1
Frontier orbital gap (spin up / spin down)   10.30 / 3.41 eV
Spin multiplicity   2

Last column: Löwdin charge in e.
Positions of all 114 atoms, in Å:
O1 3.198 -3.211 -1.721  -0.05
H1 3.909 -2.645 -1.421  0.03
H2 3.408 -3.397 -2.636  0.02
O2 2.644 1.531 -1.605  -0.01
H3 2.150 1.164 -0.872  0.01
H4 3.349 2.030 -1.192  0.08
O3 -1.813 -2.478 -3.608  -0.03
H5 -1.513 -3.326 -3.935  0.04
H6 -1.324 -2.347 -2.796  -0.03
O4 -1.137 -3.515 2.255  -0.02
H7 -1.431 -4.381 2.538  0.10
H8 -0.184 -3.544 2.345  0.03
O5 -1.852 -3.329 -0.608  -0.04
H9 -1.608 -3.253 0.315  0.01
H10 -1.275 -4.010 -0.954  0.03
O6 3.431 -2.770 -4.502  -0.04
H11 3.401 -2.622 -5.448  0.05
H12 2.897 -2.068 -4.132  0.00
O7 -0.616 0.404 4.520  -0.04
H13 -1.307 0.011 3.986  0.00
H14 -1.083 0.952 5.151  0.06
O8 -4.401 -2.299 -0.531  -0.05
H15 -3.506 -2.630 -0.605  -0.03
H16 -4.356 -1.636 0.158  -0.04
O9 -2.505 -1.484 3.295  -0.04
H17 -1.999 -2.199 2.910  -0.02
H18 -3.109 -1.217 2.602  -0.01
O10 3.761 1.080 3.110  -0.05
H19 3.124 1.563 3.636  -0.01
H20 3.230 0.494 2.569  -0.02
O11 0.563 -4.345 -1.704  -0.04
H21 0.386 -4.778 -2.539  0.06
H22 1.438 -3.972 -1.808  0.00
O12 -4.207 -0.407 1.425  -0.05
H23 -4.833 -0.339 2.146  0.08
H24 -4.570 0.153 0.738  0.08
O13 1.547 -0.742 2.969  0.00
H25 1.587 -1.697 3.003  0.01
H26 0.899 -0.505 3.633  0.04
O14 4.103 -1.160 -0.150  -0.01
H27 3.952 -0.378 -0.682  0.04
H28 3.242 -1.377 0.208  0.00
C1 -4.407 2.940 -3.869  -0.05
C2 -3.118 2.723 -3.113  -0.55
C3 -2.772 3.819 -2.172  -0.06
O15 -3.138 1.512 -2.436  -0.03
H29 -5.263 3.068 -3.207  0.08
H30 -4.694 2.170 -4.585  0.09
H31 -4.333 3.826 -4.500  0.09
H32 -2.324 2.754 -3.859  0.14
H33 -3.629 4.047 -1.538  0.08
H34 -2.386 4.638 -2.778  0.09
H35 -1.913 3.541 -1.562  0.07
H36 -3.773 1.632 -1.726  0.08
C4 1.544 3.098 1.892  -0.03
C5 1.400 3.491 3.381  -0.45
C6 -0.051 3.937 3.698  -0.04
O16 1.644 2.438 4.250  -0.05
H37 2.623 3.032 1.748  0.07
H38 1.020 3.772 1.214  0.08
H39 1.081 2.114 1.831  0.06
H40 2.077 4.312 3.622  0.15
H41 -0.151 4.247 4.738  0.09
H42 -0.774 3.132 3.563  0.04
H43 -0.334 4.794 3.086  0.09
H44 0.805 2.033 4.478  0.06
C7 -1.131 -0.237 -0.018  0.03
C8 0.195 -0.846 -0.260  -0.35
C9 0.628 -1.042 -1.714  0.02
O17 1.258 -0.118 0.357  0.18
H45 -1.114 0.744 -0.493  0.10
H46 -1.414 0.000 1.007  0.09
H47 -1.883 -0.809 -0.562  0.11
H48 0.214 -1.822 0.224  0.15
H49 1.711 -1.162 -1.672  0.06
H50 0.490 -0.172 -2.357  0.10
H51 0.165 -1.941 -2.122  0.07
H52 1.369 -0.521 1.221  0.06
C10 1.196 0.745 -5.312  -0.05
C11 2.674 0.509 -5.079  -0.48
C12 3.495 1.813 -5.202  -0.04
O18 2.900 -0.021 -3.819  -0.09
H53 0.621 -0.069 -4.870  0.07
H54 0.891 0.758 -6.359  0.08
H55 0.652 1.636 -5.000  0.08
H56 3.008 -0.269 -5.765  0.13
H57 3.167 2.610 -4.535  0.08
H58 3.466 2.258 -6.196  0.08
H59 4.545 1.657 -4.954  0.08
H60 2.876 0.654 -3.137  0.03
C13 3.953 -3.550 2.421  -0.03
C14 2.514 -3.788 1.974  -0.46
C15 2.233 -5.225 1.655  -0.03
O19 1.707 -3.385 3.108  -0.09
H61 4.803 -3.957 1.874  0.09
H62 4.169 -3.824 3.453  0.10
H63 4.217 -2.522 2.170  0.07
H64 2.270 -3.094 1.170  0.11
H65 2.913 -5.528 0.859  0.10
H66 1.224 -5.332 1.255  0.08
H67 2.268 -5.848 2.548  0.10
H68 1.708 -4.218 3.585  0.11
C16 -3.906 2.587 3.525  -0.01
C17 -3.428 3.634 2.430  -0.46
C18 -2.570 2.874 1.496  -0.09
O20 -4.613 4.134 1.819  -0.03
H69 -4.362 3.150 4.339  0.08
H70 -3.052 2.119 4.014  0.05
H71 -4.569 1.829 3.106  0.07
H72 -2.832 4.500 2.719  0.13
H73 -2.121 3.579 0.797  0.08
H74 -3.109 2.108 0.938  0.07
H75 -1.806 2.334 2.057  0.06
H76 -4.313 4.677 1.086  0.08

The following is a DFT calculation (ωB97M-V/def2-TZVPD) of a cluster of 2 separate species, C9H13NO in total at a distorted geometry.

Computed properties:
E_HOMO (spin up / spin down)   -12.5699 / -12.5695 eV
Molar mass   151.21 g mol⁻¹
Charge   +1
Energy relative to the best compared isomer or geometry (same formula, charge and spin)   16.2 kcal/mol
Frontier orbital gap (spin up / spin down)   7.81 / 4.01 eV
Spin multiplicity   2

Last column: Löwdin charge in e.
Positions of all 24 atoms, in Å:
C1 -1.511 -0.324 -1.937  0.00
C2 -1.956 -1.741 -1.664  -0.59
O1 -3.096 -2.012 -1.381  0.07
N1 -0.969 -2.698 -1.739  0.15
H1 -2.121 0.321 -1.318  0.09
H2 -1.658 -0.042 -2.986  0.10
H3 -1.130 -3.627 -1.386  0.11
H4 -0.037 -2.480 -2.043  0.09
H5 -0.457 -0.143 -1.773  0.02
C3 1.677 1.148 -1.018  -0.02
C4 0.168 1.790 2.472  0.06
C5 0.754 2.001 1.165  0.08
C6 0.204 0.557 3.107  -0.02
C7 1.170 0.941 0.377  -0.24
C8 0.499 -0.510 2.282  0.06
C9 1.076 -0.306 0.970  0.08
H6 -0.292 2.679 2.889  0.14
H7 0.807 3.021 0.812  0.14
H8 -0.087 0.490 4.141  0.13
H9 0.261 -1.513 2.641  0.14
H10 1.237 2.083 -1.354  0.10
H11 1.397 0.290 -1.624  0.07
H12 1.327 -1.256 0.500  0.14
H13 2.739 1.331 -1.133  0.10

The following is a DFT calculation (ωB97M-V/def2-TZVPD) of a structure of composition C20H30FN5O4Pt at a distorted geometry.

Computed properties:
E_HOMO (spin up / spin down)   -12.4964 / -12.4964 eV
Molar mass   618.57 g mol⁻¹
Charge   +2
Energy relative to the best compared isomer or geometry (same formula, charge and spin)   42.3 kcal/mol
Frontier orbital gap (spin up / spin down)   7.09 / 7.09 eV

Last column: Löwdin charge in e.
Positions of all 61 atoms, in Å:
Pt1 3.700 -1.572 -0.332  1.14
C1 -2.369 0.436 -4.099  -0.06
C2 -1.548 1.636 -3.647  -0.17
N1 -0.601 1.295 -2.572  -0.02
C3 0.681 1.040 -2.895  0.05
C4 1.643 0.601 -2.035  -0.04
C5 3.026 0.430 -2.653  -0.59
O1 3.256 1.076 -3.656  0.08
O2 3.857 -0.401 -2.083  -0.21
C6 1.312 0.411 -0.661  -0.30
O3 2.115 0.025 0.231  -0.12
C7 -0.074 0.743 -0.301  -0.05
C8 -0.488 0.631 1.028  0.09
C9 -1.765 0.938 1.393  -0.19
F1 -2.086 0.853 2.701  0.07
C10 -2.727 1.354 0.456  -0.13
C11 -2.320 1.437 -0.862  0.05
C12 -1.007 1.158 -1.258  -0.12
N2 -4.079 1.647 0.782  -0.09
C13 -4.633 1.326 2.102  -0.13
C14 -6.157 1.525 2.052  -0.07
N3 -6.604 1.354 0.628  0.06
C15 -6.124 2.510 -0.210  -0.07
C16 -4.697 2.855 0.237  -0.12
H1 -3.079 0.745 -4.867  0.09
H2 -2.919 -0.006 -3.266  0.07
H3 -1.724 -0.333 -4.528  0.09
H4 -2.194 2.445 -3.309  0.11
H5 -0.965 2.024 -4.475  0.13
H6 0.966 1.216 -3.925  0.15
H7 0.230 0.318 1.775  0.14
H8 -3.053 1.711 -1.610  0.10
H9 -4.231 1.948 2.903  0.14
H10 -4.401 0.291 2.337  0.13
H11 -6.455 2.523 2.365  0.14
H12 -6.664 0.805 2.687  0.14
H13 -7.614 1.254 0.561  0.19
H14 -6.176 0.501 0.271  0.18
H15 -6.799 3.350 -0.062  0.14
H16 -6.165 2.209 -1.254  0.14
H17 -4.717 3.644 0.998  0.14
H18 -4.134 3.241 -0.603  0.13
C17 3.288 -4.432 -0.668  -0.04
C18 3.625 -3.359 0.332  -0.52
O4 3.843 -3.642 1.498  -0.05
H19 3.245 -5.395 -0.172  0.09
H20 4.047 -4.446 -1.451  0.09
H21 2.335 -4.220 -1.155  0.09
N4 5.644 -3.333 3.112  0.18
C19 6.440 -2.057 3.064  -0.13
C20 6.452 -1.451 1.678  -0.21
N5 5.165 -0.812 1.341  -0.02
H22 5.290 -3.528 4.046  0.17
H23 6.215 -4.129 2.835  0.17
H24 4.819 -3.335 2.451  0.03
H25 7.454 -2.267 3.385  0.14
H26 6.004 -1.356 3.773  0.13
H27 6.682 -2.209 0.932  0.13
H28 7.260 -0.721 1.658  0.13
H29 5.332 0.045 0.826  0.10
H30 4.643 -0.546 2.168  0.10

Number 1: E -2235.81666 Eh. Number 2: E -480.41073 Eh. Number 3: E -1573.47478 Eh.